Molecular formula: C38H52INO34S7
Method: DFT, ωB97M-V/def2-TZVPD

```
133
Properties=species:S:1:pos:R:3:forces:R:3:mulliken_charge:R:1
I 0.619020 -4.225656 -0.029868 -0.6 0.3 -0.3 0.09
S 5.623359 3.430063 5.675219 0.0 0.5 0.5 1.14
S -0.849441 -1.043929 -7.984641 -0.2 -0.4 -0.3 1.04
S -3.501882 -2.666834 6.579461 0.3 0.1 -0.4 1.09
S 8.125799 -3.889430 3.510627 0.0 0.0 0.5 1.10
S -4.862317 -4.543851 -5.803106 -0.4 -0.3 0.4 1.14
S 4.519097 -2.614192 -0.916278 0.1 0.3 0.5 1.08
S 8.460128 5.045574 3.480573 0.0 0.0 -0.6 1.27
O 9.340398 4.474232 4.433820 -0.2 0.0 0.1 -0.60
O 0.121957 -2.502315 2.568703 0.2 0.3 -0.3 -0.72
O 7.109502 5.343152 3.789904 0.8 0.5 -1.6 -0.48
O 5.143569 -1.147719 -0.703020 0.2 -0.4 0.1 -0.35
O -8.042211 5.012108 -1.990402 0.3 -0.6 0.2 -0.41
O -3.191428 -2.173243 7.872298 -0.1 -0.2 0.1 -0.55
O 3.317625 4.075880 3.468509 -1.5 0.6 -2.8 -0.07
O 0.061857 -0.240144 -8.715172 0.1 0.1 0.2 -0.57
O -3.343600 0.667252 1.889279 0.0 0.2 -0.4 -0.59
O 5.517609 3.125253 7.255136 -0.2 0.2 -0.3 -0.32
O -0.486464 -2.585577 -8.248123 0.0 0.4 -0.3 -0.32
O -4.785776 -6.102087 -5.430874 -0.3 0.3 -0.2 -0.34
O -8.838531 4.210829 -0.043009 0.0 0.2 -0.2 -0.52
O 4.307667 3.664222 5.173324 1.8 -0.9 2.3 -0.62
O 8.494330 -5.170214 3.035798 0.2 0.1 -0.2 -0.54
O -2.269363 -1.031564 -8.738610 0.1 -0.2 0.4 -0.31
O -5.338906 -4.426300 -7.134555 0.3 0.1 -0.1 -0.62
O 2.796192 2.003440 3.297684 -1.1 -0.8 0.1 -0.11
O 5.504330 -3.438698 -1.513276 -0.1 0.0 -0.2 -0.57
O -3.671001 -3.912594 -5.361960 0.0 0.1 -0.4 -0.43
O -4.503142 -3.649751 6.367223 -0.1 0.1 0.2 -0.55
O -2.141425 -3.157133 5.884978 -0.1 0.4 0.3 -0.35
O 9.021261 -3.546396 4.797757 -0.2 -0.4 -0.1 -0.31
O 9.142179 6.369066 2.869623 -0.3 -0.2 0.0 -0.32
O -3.803319 -1.426898 5.605158 0.0 -0.4 0.0 -0.35
O 3.215085 -2.476277 -1.457856 0.1 -0.2 -0.2 -0.47
O 6.391922 4.829480 5.775286 -0.5 -0.8 2.0 -0.25
O -6.048608 -4.143045 -4.800063 0.5 -0.1 0.1 -0.29
O 4.373794 -3.008020 0.634482 -0.2 0.3 -0.3 -0.33
O 6.493700 2.479997 5.080735 -0.2 0.0 -0.2 -0.56
O 6.709758 -4.003754 4.263014 0.2 0.4 -0.1 -0.27
O 8.506901 4.151836 2.146146 0.4 0.1 0.3 -0.30
O -1.084371 -0.859441 -6.600391 0.1 0.3 0.1 -0.41
O 8.087341 -2.743252 2.673095 0.0 -0.1 -0.2 -0.52
N 3.150392 3.288348 2.649342 0.5 0.8 0.3 0.07
C 9.657916 6.093363 1.563152 0.5 -0.2 -0.2 -0.38
C 6.907275 -3.980702 5.681521 0.1 -0.4 0.4 -0.32
C -6.698622 -5.332441 -4.333841 -0.4 -0.3 -0.3 -0.38
C -8.367686 3.971760 -2.942832 0.0 -0.2 -0.7 -0.72
C -6.472804 4.176813 -0.253369 0.0 0.9 -0.3 -0.72
C 0.053785 -0.143937 2.204460 -0.1 0.7 0.0 1.04
C 0.517456 2.593645 2.738013 -0.3 -0.5 -0.3 -0.50
C 1.300208 0.277814 2.648185 -0.1 -0.5 0.0 -0.70
C -7.200055 3.732887 -3.952292 -0.5 0.1 1.0 -0.55
C -0.738518 2.170616 2.289094 0.1 -0.2 0.2 -1.00
C 1.530825 1.633566 2.894245 0.3 0.1 -0.1 0.16
C 4.958661 -0.745030 0.659047 -0.5 0.2 0.2 -0.21
C -2.385640 -2.203332 -9.552869 0.2 -0.1 -0.5 -0.38
C 8.167642 -3.166379 5.883653 -0.2 0.5 0.1 -0.31
C -0.258588 -1.588057 1.875083 0.1 0.3 -0.5 -0.13
C -5.483677 1.931121 -4.654366 -1.1 0.0 0.1 -0.61
C -6.845723 2.230170 -3.973947 0.5 1.0 -0.4 -0.60
C -2.266593 0.291571 1.488604 0.6 0.0 0.0 -0.34
C 8.770674 4.993675 1.019028 -0.4 0.3 -0.2 -0.35
C -3.532792 -1.764031 -2.940969 1.8 1.1 0.4 -0.15
C -1.685269 -2.787221 -1.481915 0.4 0.2 0.4 -0.39
C -5.410931 0.412730 -4.925140 1.0 0.0 -0.3 -1.08
C -0.885834 -2.760807 -0.324110 -0.1 -0.2 0.0 -0.46
C 5.037786 -2.031676 1.449994 0.6 0.0 0.2 -0.12
C 6.314198 5.313732 7.122681 -0.5 0.2 0.2 -0.39
C -5.598336 -6.370783 -4.281143 0.1 0.0 0.5 -0.35
C -1.083520 -1.754513 0.613466 0.2 0.4 0.7 0.31
C -1.619603 -3.268384 -8.798108 -0.4 -0.3 0.3 0.01
C -2.097476 -0.785637 0.434143 0.1 -0.1 -0.1 0.44
C 6.310078 4.067125 7.982829 0.5 0.0 0.2 -0.44
C -3.962780 -0.147475 -4.917559 0.0 1.1 0.6 -0.56
C -2.017191 -2.543100 4.593097 -0.3 -0.1 -0.3 -0.20
C -7.893003 4.472867 -0.730263 0.0 -0.4 0.6 0.73
C -2.675931 -1.189714 4.752401 0.5 0.2 0.1 -0.05
C -0.950526 0.824464 2.021480 -0.5 -0.8 -0.4 0.67
C -3.501692 -0.285915 -3.439557 -0.6 -0.3 -0.4 -0.39
C -2.888314 -0.808558 -0.703143 0.5 -0.6 0.4 -1.11
C -2.656941 -1.810906 -1.670628 -1.3 0.2 -0.3 0.50
H -7.468961 -5.604716 -5.058771 0.0 0.0 0.0 0.29
H -2.209571 -3.672338 -7.972109 0.0 0.0 0.0 -0.02
H -4.551720 -2.115488 -2.742943 0.2 0.0 -0.2 0.27
H 8.648178 -3.369776 6.836864 0.2 -0.1 -0.1 0.31
H -5.446339 2.523631 -5.583285 0.2 -0.4 0.1 0.48
H -0.974981 -2.470398 4.300561 -0.1 -0.2 0.4 0.23
H -1.510434 -3.555931 -2.235126 -0.1 0.2 0.2 0.48
H -4.979336 -6.250072 -3.389598 0.0 0.0 0.0 0.27
H -7.495347 4.137430 -4.928435 0.3 -0.3 0.1 0.37
H -4.678188 2.313598 -4.009956 -0.1 -0.3 -0.1 0.35
H 5.718875 -0.026715 0.954671 0.1 -0.1 -0.2 0.35
H 2.086211 -0.467596 2.769987 0.0 0.3 0.1 0.73
H 5.381606 5.873178 7.229300 0.0 0.0 0.1 0.27
H -4.186562 0.319604 -2.824985 0.2 -0.1 -0.1 -0.08
H 7.817954 5.391130 0.661250 0.0 0.0 0.0 0.29
H 10.691037 5.754889 1.667735 0.0 0.0 0.0 0.30
H -2.507074 0.158632 -3.288900 -0.1 -0.4 -0.1 0.51
H -7.665251 1.709717 -4.495607 0.3 -0.1 0.3 0.27
H 3.970915 -0.283402 0.744742 0.0 0.0 0.0 0.23
H -1.924925 -1.991702 -10.520826 0.0 -0.1 0.0 0.31
H -3.308369 0.608812 -5.380958 -0.2 -0.4 -0.1 0.31
H -7.159199 -5.162112 -3.364405 0.1 0.2 0.0 0.34
H 7.316581 3.656967 8.091964 0.0 0.0 0.0 0.30
H -6.362808 4.339448 -3.577514 0.0 -0.2 -0.2 0.35
H 4.549580 -1.951076 2.418950 -0.2 -0.2 -0.1 0.43
H -1.576923 2.850600 2.133632 0.4 0.0 0.1 0.50
H 9.632031 6.989786 0.948492 -0.1 0.1 0.2 0.31
H 9.247812 4.428118 0.223000 0.0 -0.2 0.2 0.31
H -8.583259 3.036120 -2.405931 0.0 0.3 0.0 0.43
H -3.000254 -0.770429 3.805519 -0.3 0.0 0.1 0.10
H -2.012028 -0.480744 5.253581 0.0 0.0 0.0 0.31
H -3.015114 -2.336593 -3.717979 -0.5 -0.3 0.3 0.14
H 7.967109 -2.095673 5.799372 0.0 0.0 0.0 0.26
H 6.045569 -3.541160 6.177755 -0.1 0.0 -0.2 0.31
H 7.037929 -5.008997 6.024892 0.0 0.0 0.0 0.28
H -6.798020 1.893180 -2.926276 -0.1 -0.2 -0.3 0.29
H -2.553134 -3.163172 3.869622 0.0 0.0 0.0 0.30
H -6.100798 3.226479 -0.657448 -0.2 0.2 0.0 0.01
H 5.882631 4.242123 8.967344 -0.2 -0.1 -0.1 0.33
H -5.961011 -0.093584 -4.114280 -0.1 0.0 -0.5 0.33
H 6.071729 -2.347944 1.590997 0.0 0.1 0.0 0.00
H -5.984017 -7.386373 -4.317931 0.1 0.0 -0.2 0.32
H 7.155101 5.967583 7.340193 0.1 -0.1 -0.3 0.37
H -5.858167 0.219820 -5.910810 -0.2 -0.1 0.4 0.48
H -3.662452 -0.054033 -0.818077 0.1 -0.2 0.0 0.60
H -1.295973 -4.081761 -9.442889 0.2 0.1 0.0 0.32
H -6.467084 4.150791 0.839508 -0.1 -0.2 -0.3 0.34
H -3.430234 -2.465794 -9.699185 -0.1 0.2 0.2 0.34
H -5.806314 4.983480 -0.586892 -0.1 -0.3 0.0 0.34
H -3.842844 -1.078796 -5.482777 -0.1 0.2 0.2 0.20
H 0.706323 3.646742 2.930797 0.0 -0.3 0.0 0.51
H -9.291932 4.242781 -3.470929 0.2 0.2 0.3 0.37
```
Positions in Å, forces in eV/Å.

Output
- SMILES = CC(=O)OCCCCCCCCc1cc(I)c2c(c1)C(=O)c1ccc(ON=O)cc1C2=O.O=S1(=O)OCCO1.O=S1(=O)OCCO1.O=S1(=O)OCCO1.O=S1(=O)OCCO1.O=S1(=O)OCCO1.O=S1(=O)OCCO1.O=S1(=O)OCCO1
- gap between HOMO and LUMO (eV) = 8.11
- HOMO (eV) = -8.86
- total charge = 0
- multiplicity = 1